The following is a DFT calculation (ωB97M-V/def2-TZVPD) of an isolated ion of composition C6H13O and charge -1.

Lowest unoccupied orbital energy   3.488 eV
Frontier orbital gap   5.222 eV
F_max   5.49 eV/A
Net charge   -1
Relative energy (zero: lowest compared OMol25 entry of this formula, charge and spin)   2.062 eV

Geometry (Å):
1 C -0.844 2.107 -2.092
2 C 0.424 1.271 -1.971
3 C 0.277 -0.033 -1.228
4 C -0.802 -0.097 -0.075
5 C -0.396 -0.261 1.395
6 C 0.608 -1.617 1.549
7 O 0.914 -1.769 2.788
8 H -1.718 1.613 -2.366
9 H -0.988 2.839 -1.257
10 H -0.828 2.937 -2.869
11 H 1.024 1.224 -2.776
12 H 0.989 1.953 -1.274
13 H 1.222 -0.286 -0.717
14 H 0.089 -0.875 -1.994
15 H -1.605 -0.761 -0.322
16 H -1.388 0.802 -0.140
17 H 0.183 0.551 1.716
18 H -1.352 -0.205 1.993
19 H 0.028 -2.526 1.222
20 H 1.434 -1.333 1.013

Atomic partial charges in e from the natural (NBO) method, atoms 1 to 4: -0.61 -0.41 -0.41 -0.41


The following is a DFT calculation (ωB97M-V/def2-TZVPD) of a 2-piece molecular cluster, C6H13O2 overall.

Lowest unoccupied orbital energy   3.489 eV
Frontier orbital gap   7.313 eV
F_max   1.13 eV/A
Net charge   -1
Relative energy (zero: lowest compared OMol25 entry of this formula, charge and spin)   0.528 eV

Geometry (Å):
1 C 1.910 -1.800 -0.625
2 C 2.026 -0.401 -1.225
3 C 0.482 -2.366 -0.658
4 H 2.590 -2.463 -1.167
5 H 2.260 -1.783 0.411
6 H 1.352 0.307 -0.718
7 H 1.769 -0.384 -2.282
8 H -0.250 -1.578 -0.843
9 H 0.368 -3.136 -1.427
10 H 3.021 -0.003 -1.034
11 H 0.206 -2.765 0.311
12 C -1.125 1.278 0.636
13 C -1.122 2.156 1.883
14 C -2.529 1.309 -0.064
15 O -2.597 1.899 -1.163
16 O -3.434 0.728 0.562
17 H -0.422 1.644 -0.101
18 H -1.026 0.236 0.946
19 H -2.087 2.030 2.378
20 H -1.069 3.211 1.603
21 H -0.326 1.879 2.577

Atomic partial charges in e from the natural (NBO) method, atoms 1 to 4: -0.39 -0.61 -0.62 0.18


The following is a DFT calculation (ωB97M-V/def2-TZVPD) of a 2-piece molecular cluster, C6H13O2S overall.

Lowest unoccupied orbital energy   3.061 eV
Frontier orbital gap   7.019 eV
F_max   4.39 eV/A
Net charge   -1
Relative energy (zero: lowest compared OMol25 entry of this formula, charge and spin)   1.763 eV

Geometry (Å):
1 C 2.040 0.059 1.616
2 C 1.206 -0.191 2.897
3 C 1.564 1.493 1.018
4 O 0.340 1.669 0.777
5 O 2.396 2.385 0.907
6 H 3.061 0.139 1.948
7 H 1.842 -0.639 0.879
8 H 0.211 0.323 2.955
9 H 1.885 0.137 3.718
10 H 1.183 -1.191 3.052
11 C -0.871 -0.008 -1.082
12 C -0.413 0.828 -2.352
13 C -2.013 -2.620 -0.393
14 S -1.864 -1.480 -1.688
15 H -0.007 -0.229 -0.395
16 H -1.748 0.623 -0.614
17 H -0.416 1.939 -1.932
18 H -1.076 0.775 -3.200
19 H -1.827 -2.364 0.630
20 H -3.188 -2.694 -0.477
21 H -1.639 -3.594 -0.636
22 H 0.575 0.663 -2.620

Atomic partial charges in e from the natural (NBO) method, atoms 1 to 4: -0.52 -0.61 0.77 -0.82


The following is a DFT calculation (ωB97M-V/def2-TZVPD) of C6H13O3Y as an isolated structure.

Lowest unoccupied orbital energy   -9.035 eV
Frontier orbital gap   8.230 eV
F_max   4.67 eV/A
Net charge   +2
Relative energy (zero: lowest compared OMol25 entry of this formula, charge and spin)   0.000 eV

Geometry (Å):
1 O 0.377 0.904 2.329
2 C -1.276 1.706 0.510
3 C -1.542 0.961 -0.635
4 O -0.725 1.104 -1.707
5 C -0.483 -0.049 -2.499
6 C 0.732 -0.789 -1.987
7 O 0.456 -1.415 -0.725
8 C 1.223 -2.606 -0.502
9 H -0.424 2.390 0.434
10 H -2.100 1.798 1.223
11 H -2.545 0.571 -0.849
12 H -0.267 0.301 -3.516
13 H -1.370 -0.699 -2.531
14 H 1.585 -0.108 -1.856
15 H 1.003 -1.568 -2.711
16 H 0.820 -3.108 0.384
17 H 1.128 -3.268 -1.372
18 H 2.278 -2.352 -0.338
19 Y -0.413 -0.573 1.079
20 C 0.386 1.543 3.562
21 H 1.433 1.649 3.900
22 H -0.115 2.513 3.396
23 H -0.160 1.095 4.412

Atomic partial charges in e from the natural (NBO) method, atoms 1 to 4: -0.94 -0.51 -0.04 -0.46


The following is a DFT calculation (ωB97M-V/def2-TZVPD) of C6H13O4PS as an isolated structure.

Lowest unoccupied orbital energy (spin up / spin down)   5.745 / 5.764 eV
Frontier orbital gap (spin up / spin down)   5.849 / 5.883 eV
F_max   5.35 eV/A
Net charge   -2
Relative energy (zero: lowest compared OMol25 entry of this formula, charge and spin)   1.267 eV

Geometry (Å):
1 C 2.006 0.309 2.322
2 C 0.585 -1.890 -1.700
3 C -1.557 2.296 -0.819
4 C 1.607 -0.961 1.641
5 C 0.182 -0.403 -1.608
6 C -0.399 -0.166 -0.170
7 O -2.331 0.592 1.401
8 O -2.950 -0.486 -0.818
9 O -2.012 -1.897 1.094
10 O 1.129 1.948 -0.453
11 P -2.124 -0.522 0.448
12 S -0.170 1.495 0.229
13 H 2.864 0.766 1.929
14 H 2.115 0.111 3.380
15 H 1.197 0.962 2.301
16 H 0.564 -2.222 -2.751
17 H -0.139 -2.577 -1.121
18 H 1.516 -2.047 -1.271
19 H -0.999 2.629 -1.760
20 H -1.838 3.228 -0.234
21 H -2.433 1.623 -0.877
22 H 2.227 -1.524 0.990
23 H 0.654 -1.346 1.749
24 H -0.605 -0.229 -2.247
25 H 0.912 0.309 -1.655

Atomic partial charges in e from the natural (NBO) method, atoms 1 to 4: -0.68 -0.60 -0.80 -0.32


The following is a DFT calculation (ωB97M-V/def2-TZVPD) of C6H13O6PS as an isolated structure.

Lowest unoccupied orbital energy   5.783 eV
Frontier orbital gap   6.649 eV
F_max   4.99 eV/A
Net charge   -2
Relative energy (zero: lowest compared OMol25 entry of this formula, charge and spin)   2.751 eV

Geometry (Å):
1 C 0.734 2.192 1.068
2 C 2.958 -2.067 -0.541
3 C -0.641 0.787 -1.752
4 C -0.761 1.731 0.832
5 C 1.766 -1.706 0.479
6 C -1.138 0.713 -0.362
7 O -2.763 -0.947 0.542
8 O -3.972 0.243 -1.467
9 O -3.932 1.432 0.731
10 O -0.710 -1.228 1.670
11 O -0.961 -2.087 -0.685
12 O 1.032 -0.666 0.073
13 P -3.345 0.339 -0.125
14 S -0.892 -0.962 0.254
15 H 1.219 2.623 0.222
16 H 0.881 2.957 1.851
17 H 1.127 1.273 1.402
18 H 2.492 -2.049 -1.510
19 H 3.750 -1.380 -0.529
20 H 3.493 -3.020 -0.196
21 H 0.425 0.660 -1.853
22 H -0.719 1.786 -2.238
23 H -1.111 0.108 -2.295
24 H -1.448 2.539 0.901
25 H -0.987 0.995 1.581
26 H 2.189 -1.545 1.477
27 H 1.312 -2.720 0.472

Atomic partial charges in e from the natural (NBO) method, atoms 1 to 4: -0.63 -0.64 -0.63 -0.42


The following energy values (in eV) correspond, in order, to the records above: -8477.8784, -10529.1772, -21362.8691, -13600.0796, -34744.0388, -38841.2017.